Computed, not measured: a structure of composition C12H18B3F8N2O2V, with ωB97M-V/def2-TZVPD.

## Properties
- HOMO energy: -7.10 eV
- Electronic energy: -2545.6130 Eh
- Frontier orbital gap: 1.87 eV
- Total charge: 0
- Multiplicity: 1

Last column: Mulliken charge in e.
Atoms and positions in Å:
O1 -1.61636 -1.62388 -3.51754  -0.659
V1 -1.97657 -2.79001 -4.52926  1.278
O2 -0.84230 -2.92344 -5.62512  -0.361
B1 -1.11780 -4.59881 -3.19489  0.135
H1 -0.36415 -3.90711 -3.53810  -0.095
H2 -1.94164 -4.02763 -2.79578  -0.049
H3 -1.54404 -5.12688 -4.03376  -0.133
H4 -0.79471 -5.33394 -2.47417  -0.229
C1 -0.51774 0.89017 -1.19105  -1.133
N1 0.27598 1.33889 -0.05290  0.079
C2 1.33181 0.55109 0.37779  -0.249
C3 2.02604 0.96313 1.58907  -0.540
C4 1.53741 2.00312 2.44450  0.563
C5 0.43140 2.72199 1.83722  -0.490
C6 -0.21557 2.40251 0.59828  -0.231
C7 2.13690 2.29539 3.78885  0.557
C8 1.48175 2.08271 4.97757  -0.702
C9 2.09903 2.49208 6.19878  0.075
N2 3.43221 2.84109 6.17261  0.022
C10 4.25083 2.88128 5.04846  -0.362
C11 3.54130 2.69008 3.88352  -0.529
C12 4.01089 3.31474 7.48340  -1.051
H5 -0.15128 0.00713 -1.71454  0.302
H6 -0.73687 1.70559 -1.88037  0.373
H7 -1.47732 0.44414 -0.92959  0.429
H8 1.64876 -0.19852 -0.33214  0.446
H9 2.85905 0.39402 1.97459  0.484
H10 0.00313 3.58246 2.32974  0.418
H11 -1.14202 2.86219 0.28721  0.471
H12 0.47542 1.70931 5.09708  0.465
H13 1.64432 2.42805 7.17631  0.428
H14 5.31852 3.03027 5.11370  0.490
H15 3.99246 2.76510 2.90514  0.516
H16 4.50508 4.24756 7.21187  0.426
H17 4.55369 2.50543 7.97175  0.322
H18 3.23839 3.59934 8.19779  0.401
B2 -3.46569 -1.84759 -7.52011  0.438
F1 -4.71264 -2.40005 -7.28015  -0.405
F2 -2.67334 -2.77288 -8.02869  -0.350
F3 -3.65218 -0.82905 -8.36110  -0.343
F4 -2.95031 -1.43296 -6.24440  -0.421
B3 -4.56096 -3.78601 -3.87618  0.701
F5 -5.83663 -3.71294 -4.25592  -0.363
F6 -4.19510 -2.58032 -3.39806  -0.340
F7 -4.51857 -4.74577 -2.94006  -0.383
F8 -3.79057 -4.11107 -4.95135  -0.401

Computed, not measured: a structure of composition C12H18BF14Hf2NO10S3, with ωB97M-V/def2-TZVPD.

## Properties
- HOMO energy (spin up / spin down): -18.26 / -19.46 eV
- Electronic energy: -3987.8684 Eh
- Frontier orbital gap (spin up / spin down): 6.06 / 7.30 eV
- Total charge: +3
- Multiplicity: 2
- Energy above the lowest of the compared OMol25 structures with the same formula, charge and spin: 0.0 kcal per mole
- <S²>: 0.75

Last column: Mulliken charge in e.
Atoms and positions in Å:
Hf1 3.51397 0.29726 0.67929  2.249
Hf2 0.58763 1.83466 -2.38890  1.478
C1 1.73190 4.91655 1.10739  0.560
F1 2.60145 5.27356 2.02624  -0.152
F2 0.79772 4.11777 1.62604  -0.133
F3 1.20123 5.93570 0.48713  -0.147
S1 2.75007 3.91418 -0.18398  0.720
O1 3.25017 2.68829 0.51155  -0.744
O2 1.77024 3.44910 -1.22825  -0.754
O3 3.70082 4.83330 -0.68743  -0.356
C2 5.28648 0.69417 -3.85485  0.563
F4 4.99561 -0.59273 -3.78512  -0.175
F5 6.56550 0.77355 -3.50812  -0.149
F6 5.12476 1.02681 -5.13218  -0.158
S2 4.15156 1.68429 -2.67789  1.036
O4 2.74046 1.69593 -3.11857  -0.656
O5 4.13034 0.99691 -1.35709  -0.802
O6 4.76494 2.96150 -2.55145  -0.395
C3 1.02730 -3.10181 -1.76751  0.596
F7 -0.10791 -3.13143 -2.46665  -0.201
F8 0.74762 -3.12882 -0.44954  -0.164
F9 1.73608 -4.15170 -2.09554  -0.155
S3 2.04175 -1.53112 -2.22593  0.898
O7 2.78152 -1.21635 -0.97560  -0.747
O8 2.87449 -1.86864 -3.32253  -0.408
O9 1.14461 -0.37914 -2.53953  -0.583
B1 2.03137 -0.25463 2.65800  0.040
F10 1.43992 -0.65236 3.78683  -0.222
F11 1.64538 -0.85002 1.45540  0.233
F12 2.00068 1.11289 2.36532  -0.092
F13 3.41017 -0.53673 2.67973  -0.279
F14 1.52746 1.05127 -0.36949  0.984
C4 -1.58501 1.21581 1.91452  -1.604
C5 -2.21958 -0.16379 1.73350  1.515
C6 -3.66814 -0.00247 2.26972  -1.173
C7 -4.61007 -1.11584 1.80115  -0.770
C8 -4.60071 -1.25661 0.25724  -0.884
C9 -3.16658 -1.55697 -0.22729  1.148
N1 -2.17099 -0.58350 0.32803  0.201
O10 -1.07197 -0.43663 -0.32665  0.496
C10 -2.73951 -3.00399 0.07010  -1.277
C11 -3.18161 -1.52361 -1.76920  -1.621
C12 -1.46925 -1.09256 2.68467  -1.391
H1 -2.17815 1.90837 1.31550  0.568
H2 -0.53954 1.35555 1.62949  -0.038
H3 -1.54707 1.50687 2.96263  0.393
H4 -3.65196 -0.01059 3.35860  0.451
H5 -4.02814 0.97607 1.94996  0.428
H6 -5.61205 -0.88711 2.16454  0.488
H7 -4.35087 -2.04989 2.30207  0.361
H8 -5.02537 -0.38455 -0.23608  0.376
H9 -5.26340 -2.12184 0.25312  0.366
H10 -1.69694 -3.10386 -0.23535  0.139
H11 -2.71102 -3.25763 1.13028  0.318
H12 -3.34842 -3.74326 -0.44343  0.528
H13 -3.87420 -2.25866 -2.17764  0.470
H14 -3.74622 -0.63573 -2.06997  0.428
H15 -2.19592 -1.58580 -2.22190  0.230
H16 -1.28950 -0.72201 3.69352  0.546
H17 -0.44572 -1.28233 2.36167  -0.050
H18 -1.97741 -2.04569 2.83036  0.471

Computed, not measured: a structure of composition C12H18BF4KO9, with ωB97M-V/def2-TZVPD.

## Properties
- HOMO energy: -10.27 eV
- Electronic energy: -2169.7532 Eh
- Frontier orbital gap: 8.16 eV
- Total charge: 0
- Multiplicity: 1
- Energy above the lowest of the compared OMol25 structures with the same formula, charge and spin: 30.1 kcal per mole

Last column: Mulliken charge in e.
Atoms and positions in Å:
K1 0.90729 -4.96622 -0.35551  1.011
B1 -1.25210 -1.96987 0.41587  0.173
F1 -0.27176 -1.29179 1.13810  -0.267
F2 -1.09446 -1.65626 -0.94609  -0.314
F3 -1.10954 -3.36514 0.61623  -0.403
F4 -2.54806 -1.61538 0.84943  -0.302
C1 0.53846 -0.81256 -3.56690  -1.411
C2 2.01403 -1.07340 -3.37698  0.457
C3 2.78926 -1.93891 -4.41589  -0.309
O1 3.78256 -1.03659 -4.91338  -0.349
C4 3.65707 0.18608 -4.35751  0.636
O2 4.28937 1.14745 -4.63716  -0.522
O3 2.68165 0.19767 -3.44721  -0.360
H1 0.25907 -0.17484 -2.72734  0.323
H2 -0.12349 -1.67543 -3.58544  0.381
H3 0.37522 -0.20700 -4.45962  0.366
H4 2.36701 -1.33258 -2.36884  0.239
H5 2.12839 -2.22790 -5.23089  0.265
H6 3.20763 -2.81099 -3.92071  0.281
C5 -2.55450 1.39544 1.95481  -1.461
C6 -3.92932 0.85006 1.63080  0.692
C7 -4.65774 0.18087 2.77513  -0.294
O4 -6.00057 0.69359 2.71404  -0.370
C8 -6.00595 1.79117 1.89938  0.591
O5 -6.90448 2.56463 1.80049  -0.542
O6 -4.82290 1.94800 1.30452  -0.423
H7 -2.13080 1.75336 1.01216  0.376
H8 -1.82668 0.62197 2.21419  0.350
H9 -2.52382 2.15146 2.73683  0.371
H10 -3.94988 0.31838 0.68028  0.206
H11 -4.16264 0.32456 3.73486  0.283
H12 -4.79288 -0.87921 2.55313  0.233
C9 2.86286 -0.23148 2.73773  -1.595
C10 2.24852 0.47158 1.53540  1.225
C11 1.48364 1.76762 1.86091  -0.348
O7 2.27527 2.78826 1.19621  -0.372
C12 3.13620 2.21523 0.34146  0.577
O8 3.78829 2.75530 -0.47719  -0.505
O9 3.24651 0.86710 0.63456  -0.435
H13 2.17541 -0.41949 3.55907  0.385
H14 3.80173 0.26624 2.99298  0.417
H15 3.22934 -1.22892 2.46556  0.326
H16 1.45433 -0.17477 1.15550  -0.044
H17 1.43629 1.98869 2.92325  0.294
H18 0.52615 1.84402 1.35376  0.169

Computed, not measured: the molecule C12H18ClNO3S, with ωB97M-V/def2-TZVPD.

## Properties
- HOMO energy: -8.94 eV
- Electronic energy: -1606.8896 Eh
- Frontier orbital gap: 9.49 eV
- Total charge: 0
- Multiplicity: 1
- SMILES: CCOc1cc(S(=O)(=O)N(CC)CC)ccc1Cl

Last column: Mulliken charge in e.
Atoms and positions in Å:
C1 2.62329 2.94154 -1.02130  -1.015
C2 2.84492 2.28974 0.33917  -0.405
H1 1.92368 2.29467 0.93374  0.318
H2 3.61723 2.83172 0.89156  0.351
O1 3.36104 0.97378 0.23534  -0.511
C3 2.55457 -0.03307 -0.15703  0.159
C4 1.17949 0.05018 -0.35113  -0.291
C5 0.46730 -1.06720 -0.74032  -0.524
C6 1.07551 -2.28433 -0.95806  -0.147
C7 2.44435 -2.39050 -0.76068  -0.623
C8 3.16848 -1.28180 -0.36502  0.434
Cl1 4.86632 -1.40583 -0.11766  -0.205
H3 2.95461 -3.32743 -0.91679  0.445
H4 0.48003 -3.12509 -1.27384  0.531
S1 -1.28749 -0.84167 -1.02971  1.235
O2 -1.90769 -2.12756 -1.18048  -0.705
O3 -1.40818 0.10316 -2.10318  -0.717
N1 -1.77994 -0.08619 0.39078  0.154
C9 -2.63037 1.07366 0.19437  -0.700
C10 -4.05224 0.73234 -0.24129  -1.117
H5 -4.01291 0.13547 -1.14927  0.338
H6 -4.57449 0.16964 0.52898  0.290
H7 -4.60642 1.64548 -0.44266  0.400
H8 -2.63607 1.64474 1.12851  0.499
H9 -2.15037 1.66889 -0.58341  0.366
C11 -2.19075 -1.01839 1.42679  -0.643
C12 -0.99292 -1.77719 1.98148  -1.174
H10 -1.29668 -2.34790 2.85576  0.426
H11 -0.60375 -2.46370 1.23604  0.287
H12 -0.20372 -1.08614 2.26778  0.283
H13 -2.66134 -0.43712 2.22368  0.544
H14 -2.91902 -1.73536 1.02991  0.335
H15 0.63211 0.96607 -0.20762  0.393
H16 1.87039 2.40748 -1.59577  0.307
H17 3.55262 2.93888 -1.58526  0.324
H18 2.29841 3.96901 -0.88339  0.359

Computed, not measured: a structure of composition C12H18CoN4S5, with ωB97M-V/def2-TZVPD.

## Properties
- HOMO energy (spin up / spin down): -13.43 / -13.42 eV
- Electronic energy: -4060.3286 Eh
- Frontier orbital gap (spin up / spin down): 5.88 / 6.92 eV
- Total charge: +2
- Multiplicity: 2
- <S²>: 0.80

Last column: Mulliken charge in e.
Atoms and positions in Å:
Co1 0.07820 -0.10685 0.33813  0.480
C1 -2.34952 -1.71512 -1.48406  -0.722
C2 -1.27101 -1.50460 -2.52763  -0.681
S1 0.39200 -1.17686 -1.80404  -0.114
C3 0.91868 0.29023 -2.76957  -0.548
C4 0.10517 1.55876 -2.57225  -0.846
S2 -0.15887 2.02183 -0.79668  -0.148
C5 -1.96672 2.25833 -0.66318  -0.780
C6 -2.81515 1.07916 -1.08773  -0.687
S3 -2.39261 -0.45225 -0.16394  -0.162
H1 -2.20402 -2.65657 -0.95248  0.421
H2 -3.33240 -1.73379 -1.95884  0.482
H3 -1.50981 -0.68407 -3.20218  0.354
H4 -1.17842 -2.41537 -3.12112  0.505
H5 0.91459 0.00032 -3.82118  0.516
H6 1.95337 0.42684 -2.45719  0.332
H7 -0.87174 1.48905 -3.04389  0.461
H8 0.64189 2.39063 -3.03235  0.497
H9 -2.24109 3.14271 -1.24065  0.475
H10 -2.10233 2.48075 0.39712  0.479
H11 -2.71562 0.86667 -2.15068  0.304
H12 -3.86069 1.30522 -0.87205  0.539
N1 -2.19275 -1.53003 2.94067  -0.249
C7 -0.88959 -1.39169 3.15611  0.629
N2 -0.00160 -0.90268 2.31543  -0.421
C8 1.25645 -0.89326 2.88024  0.239
C9 1.31851 -1.38324 4.16100  -0.459
S4 -0.21443 -1.88281 4.71011  -0.132
C10 2.35547 -0.34067 2.14110  0.148
C11 3.67566 -0.35028 2.51590  -0.429
S5 4.64274 0.47697 1.38187  -0.100
C12 3.18906 0.82945 0.45446  0.316
N3 2.09609 0.31141 0.95829  0.059
N4 3.26404 1.55462 -0.67243  -0.269
H13 -2.61581 -1.22895 2.07619  0.114
H14 -2.78268 -1.90846 3.66520  0.221
H15 2.17541 -1.45652 4.79718  0.399
H16 4.10631 -0.80154 3.38657  0.422
H17 4.14597 1.99564 -0.88992  0.254
H18 2.43723 2.03698 -0.99149  0.101

Computed, not measured: a structure of composition C12H18InO6, with ωB97M-V/def2-TZVPD.

## Properties
- HOMO energy: -4.35 eV
- Electronic energy: -1109.5681 Eh
- Frontier orbital gap: 4.25 eV
- Total charge: -1
- Multiplicity: 1

Last column: Mulliken charge in e.
Atoms and positions in Å:
C1 -0.45225 0.73029 -0.02482  -0.880
C2 -0.61933 1.01161 -1.49648  0.534
O1 -1.06923 2.04726 -1.95036  -0.629
O2 -0.17520 -0.01240 -2.24657  -0.142
C3 -0.91050 -0.28041 -3.45034  -0.578
C4 -0.25811 -1.43279 -4.20616  -0.556
C5 0.52147 -0.98274 -5.43735  -0.705
C6 1.90678 -0.34615 -5.21546  -1.152
In1 3.24358 -1.13991 -3.58936  0.442
H1 0.58480 0.94081 0.23281  0.303
H2 -1.13047 1.32177 0.57254  0.343
H3 -0.60189 -0.33210 0.13316  0.317
H4 -1.92786 -0.54445 -3.15396  0.400
H5 -0.96908 0.61354 -4.06588  0.325
H6 0.32185 -2.05357 -3.52780  0.282
H7 -1.09015 -2.05101 -4.55796  0.356
H8 0.60491 -1.80176 -6.15105  0.333
H9 -0.13043 -0.24526 -5.92447  0.327
H10 2.47665 -0.52369 -6.12975  0.455
H11 1.82301 0.73615 -5.12283  0.307
H12 3.82051 -2.79599 -3.93172  -0.362
H13 2.53566 -1.10136 -1.94763  -0.373
H14 4.68709 -0.05826 -3.54546  -0.352
C7 0.05739 0.61490 4.28026  -0.988
C8 0.43186 0.86972 5.54011  0.369
C9 -0.54620 0.85369 6.68302  0.974
O3 -0.11528 1.08052 7.79882  -0.635
C10 -1.94223 0.57354 6.39599  -0.973
C11 -2.31845 0.32156 5.13584  0.338
C12 -1.33594 0.31518 3.99577  1.061
O4 -1.76497 0.06052 2.88825  -0.585
O5 -3.56970 0.05779 4.78655  -0.578
O6 1.68152 1.15259 5.88614  -0.568
H15 0.75236 0.62140 3.45210  0.459
H16 -2.63925 0.57826 7.22180  0.414
H17 -3.55271 -0.08715 3.82088  0.365
H18 1.66979 1.28790 6.85139  0.355